1.
14
Properties=species:S:1:pos:R:3:forces:R:3:lowdin_charge:R:1 method="wB97M-V/def2-TZVPD" multiplicity=3 max_force_ev_per_a=5.37 de_lowest_kcal_mol=142.6 charge=0 s_squared=2.004 e_homo_ev="-4.621 / -10.147" homo_lumo_gap_ev="5.55 / 6.89"
C -0.572332 0.526216 0.416532 4.6 -2.6 0.8 -0.33
C -0.086458 -0.267221 -0.764146 3.7 2.4 1.3 -0.50
C 0.094320 0.646675 1.801716 -0.8 -2.0 -1.1 -0.05
C 1.176792 -0.950563 -1.116318 -1.7 1.0 2.1 0.03
N -1.237782 -0.275909 -1.466523 -1.7 0.7 -4.0 0.07
N -1.270236 -0.609513 -0.055942 -3.2 -0.6 2.8 0.11
H -1.394925 1.766570 0.147730 -1.9 2.7 -0.6 0.09
H -0.774837 0.660951 2.462696 0.4 0.3 0.6 0.06
H 0.808918 1.472901 1.938935 -0.6 -0.2 -0.3 0.07
H 0.640786 -0.342491 1.989989 -0.6 1.2 -0.1 0.10
H 0.807031 -1.671716 -1.719133 -0.4 -2.1 -3.1 0.05
H 1.587265 -1.532687 -0.332820 0.9 0.3 1.2 0.08
H 1.696340 -0.125387 -1.507196 1.7 0.3 -0.9 0.09
H -1.474882 0.702173 -1.795520 -0.4 -1.3 1.3 0.11


2.
14
Properties=species:S:1:pos:R:3:forces:R:3:lowdin_charge:R:1 method="wB97M-V/def2-TZVPD" multiplicity=3 max_force_ev_per_a=7.17 de_lowest_kcal_mol=9.5 charge=0 s_squared=2.012 e_homo_ev="-5.500 / -9.507" homo_lumo_gap_ev="6.64 / 6.85"
C -0.810141 -0.260533 -0.093595 3.2 2.3 1.0 -0.38
C 0.778706 0.023258 0.141709 -6.9 -1.8 -0.1 -0.38
C -1.638385 1.014393 -0.115319 0.9 -0.3 1.5 -0.05
C 1.735440 -1.078065 -0.043521 -1.2 0.8 -0.1 -0.04
N -1.217125 -1.430479 -0.133821 -1.6 -2.0 -0.2 0.10
N 1.006013 1.266518 0.302573 3.5 1.7 0.2 0.16
H -2.675697 0.896153 -0.382463 -0.2 -0.1 -0.5 0.07
H -1.632400 1.405401 0.918956 0.0 -0.1 -0.3 0.09
H -1.058106 1.725018 -0.673089 -0.2 0.6 -0.7 0.06
H 2.463459 -0.459339 -0.444510 2.5 -0.1 -1.7 0.05
H 1.254004 -1.829999 -0.637719 0.2 -0.3 -0.6 0.08
H 2.110833 -1.496174 0.841747 0.4 -0.6 1.5 0.07
H -2.251477 -1.435325 -0.219246 0.8 -0.3 -0.1 0.07
H 1.934871 1.659170 0.538302 -1.3 0.5 0.1 0.11


3.
14
Properties=species:S:1:pos:R:3:forces:R:3:lowdin_charge:R:1 method="wB97M-V/def2-TZVPD" max_force_ev_per_a=7.44 de_lowest_kcal_mol=108.0 charge=+2 e_homo_ev="-22.152 / -22.152" homo_lumo_gap_ev="9.67 / 9.67"
C 0.501789 -1.279727 1.285190 -3.7 0.3 -2.8 0.50
C -0.709150 -0.228255 -0.081931 -2.5 -2.0 -2.1 -0.20
C -1.098276 0.632752 -1.214062 -2.6 0.1 1.4 0.06
C 1.584533 0.847070 0.533886 -0.7 0.3 -1.9 0.12
N -1.257377 -1.373246 0.216904 6.1 2.8 3.1 0.35
N 0.555282 -0.163136 0.685720 -0.8 -2.5 0.5 0.01
H 0.773063 -2.225230 1.717708 0.8 -0.3 0.9 0.19
H -1.324182 1.668545 -0.861403 -0.1 -0.6 -0.6 0.15
H -1.878194 0.150420 -1.927194 0.5 0.7 1.9 0.18
H -0.344610 0.626737 -1.900414 2.9 0.5 -1.8 0.08
H 1.830820 1.194856 1.487390 0.3 1.2 1.4 0.12
H 1.057040 1.498680 -0.181049 0.9 0.7 0.7 0.13
H 2.458793 0.445346 0.057932 0.4 -0.5 -0.3 0.14
H -2.149531 -1.794812 0.181323 -1.5 -0.7 -0.5 0.16


4.
14
Properties=species:S:1:pos:R:3:forces:R:3:lowdin_charge:R:1 method="wB97M-V/def2-TZVPD" max_force_ev_per_a=4.03 de_lowest_kcal_mol=135.6 charge=+2 e_homo_ev="-20.657 / -20.611" homo_lumo_gap_ev="7.73 / 7.56"
C 2.411754 -0.576043 -0.102901 -1.4 -0.5 1.6 0.59
C -0.641602 -0.194173 0.259641 -1.4 0.7 -0.3 -0.32
C 1.713066 0.427623 -0.652781 -2.3 0.6 -3.3 -0.19
C -1.610347 0.918043 -0.118589 -2.0 -1.8 -0.1 0.07
N 0.627383 0.191614 0.184835 2.7 -0.6 0.8 0.18
N -1.012146 -1.257079 0.891323 1.5 -2.9 0.4 0.27
H 2.870402 -1.348854 0.544996 -0.1 0.2 -0.5 0.18
H 2.095014 1.424589 -0.781367 1.1 1.4 0.4 0.20
H 1.497804 0.467616 -1.818125 0.7 -0.7 1.0 0.28
H -2.413196 0.866637 0.656623 0.7 0.5 -0.5 0.14
H -1.161435 1.851188 -0.226068 1.0 1.6 0.6 0.08
H -2.157638 0.853079 -1.096487 0.6 -1.0 0.6 0.14
H -1.932256 -1.615908 1.184424 0.1 1.1 -0.6 0.19
H -0.286798 -2.008331 1.074477 -1.0 1.3 -0.1 0.19


5.
15
Properties=species:S:1:pos:R:3:forces:R:3:lowdin_charge:R:1 method="wB97M-V/def2-TZVPD" smiles=C[C@](O)(C#N)CN max_force_ev_per_a=1.09 de_lowest_kcal_mol=43.3 charge=0 e_homo_ev=-10.622 homo_lumo_gap_ev=11.19
C 1.048425 -1.302484 -0.808998 0.1 0.2 0.0 -0.01
C -0.152503 -0.520724 -0.174697 -0.1 0.2 -0.3 -0.51
O -0.430032 -1.080754 1.072717 -0.2 0.0 0.1 -0.03
C -0.223095 1.089740 0.049473 0.1 -0.1 -0.1 -0.15
N 0.026850 1.393598 1.451709 0.1 0.2 0.1 0.00
C -1.274084 -0.717934 -1.130321 -0.8 0.0 -0.7 -0.19
N -2.090790 -0.741967 -1.948809 0.7 -0.1 0.7 0.16
H 0.648861 -2.213595 -1.283044 0.1 0.4 0.2 0.09
H 1.746495 -1.653509 -0.039350 -0.2 0.4 0.0 0.08
H 1.596153 -0.763107 -1.589723 -0.2 0.1 0.2 0.08
H -0.296636 -0.312408 1.684915 0.0 -0.4 0.0 0.07
H -1.264634 1.367757 -0.159166 0.3 -0.2 0.0 0.12
H 0.391005 1.691472 -0.630576 0.1 -0.5 0.0 0.12
H -0.672962 1.996902 1.866968 0.2 -0.1 -0.2 0.09
H 0.946947 1.767013 1.638903 0.0 0.0 0.0 0.09


6.
15
Properties=species:S:1:pos:R:3:forces:R:3:lowdin_charge:R:1 method="wB97M-V/def2-TZVPD" smiles="[NH3+][O-].C/C=C/C#N" max_force_ev_per_a=4.46 de_lowest_kcal_mol=130.2 charge=0 e_homo_ev=-8.918 homo_lumo_gap_ev=9.88
C 0.533841 0.945756 0.188125 1.1 -1.4 -0.9 -0.11
C 1.251467 -0.103195 -0.203429 0.9 1.6 1.2 -0.07
C -0.832509 1.157042 -0.068624 -1.5 0.4 1.1 -0.21
C 2.774979 -0.135588 0.062464 -1.9 2.5 1.9 -0.06
N -1.905631 1.615764 0.006617 0.8 0.3 -0.7 0.12
N -2.766124 -0.805184 -0.065008 1.3 1.6 -2.3 -0.03
O -1.400698 -1.030481 -0.253840 0.0 -1.2 -0.9 -0.33
H 1.122167 1.596041 0.734584 0.3 2.2 1.1 0.09
H 0.642142 -0.819139 -0.661520 0.1 -1.7 -1.0 0.07
H 3.126488 -0.299034 1.098856 -0.8 -0.2 -0.2 0.09
H 3.137959 -0.871245 -0.493206 1.9 -3.3 -2.3 0.01
H 3.316851 0.774836 -0.226454 -0.6 0.0 -0.2 0.08
H -2.666217 0.301137 -0.258060 -1.4 -0.9 1.3 0.07
H -2.855292 -1.121395 0.863454 -1.3 0.1 1.3 0.12
H -3.479425 -1.205313 -0.723964 1.2 -0.1 0.6 0.16


7.
15
Properties=species:S:1:pos:R:3:forces:R:3:lowdin_charge:R:1 method="wB97M-V/def2-TZVPD" smiles="O=C1CN2C[C@H]12.N" max_force_ev_per_a=0.60 de_lowest_kcal_mol=88.5 charge=0 e_homo_ev=-9.047 homo_lumo_gap_ev=9.90
N 1.439147 -0.148155 -1.741818 0.2 0.2 -0.4 0.09
C 0.279828 -0.753895 -0.049766 -0.4 -0.3 0.2 -0.46
O 0.477100 -1.944382 -0.044929 -0.3 0.5 -0.1 0.04
C 0.610205 0.343806 0.977340 0.2 0.0 0.3 -0.10
N -0.643518 1.072270 0.653950 0.0 0.2 0.1 -0.03
C -1.752428 0.119917 0.768830 -0.3 -0.1 0.3 -0.12
C -0.952113 0.148215 -0.463788 0.0 -0.2 -0.1 -0.19
H 1.643418 -1.060375 -2.136293 0.1 0.2 0.1 0.07
H 2.257167 0.445619 -1.730276 0.0 0.0 -0.2 0.07
H 0.690610 -0.001131 2.010459 0.0 0.0 0.0 0.12
H 1.468440 0.973959 0.727870 -0.1 -0.2 0.0 0.11
H -1.633636 -0.771927 1.381194 -0.1 0.2 0.2 0.12
H -2.732531 0.581130 0.801474 0.1 0.0 -0.1 0.11
H 0.673896 0.279325 -2.244475 0.3 0.1 -0.3 0.05
H -1.354003 0.566018 -1.391295 0.3 -0.5 0.1 0.13


8.
15
Properties=species:S:1:pos:R:3:forces:R:3:lowdin_charge:R:1 method="wB97M-V/def2-TZVPD" smiles="CC(=C=NO)CN" max_force_ev_per_a=0.56 de_lowest_kcal_mol=105.3 charge=0 e_homo_ev=-9.374 homo_lumo_gap_ev=10.13
C 0.678624 1.246642 -1.121786 0.0 0.1 -0.1 -0.04
C 0.491133 -0.156439 -0.624479 0.1 0.0 0.1 -0.27
O 0.864167 -0.116948 2.065998 0.0 0.0 0.5 -0.11
C -0.864042 -0.833705 -0.650865 0.1 -0.2 -0.3 -0.24
N -1.750797 0.006122 0.154898 -0.1 -0.1 0.1 0.01
C 1.409671 -0.714159 0.131247 -0.2 0.2 0.5 -0.09
N 1.830703 -0.902326 1.289943 -0.3 0.2 -0.4 0.05
H 1.549616 1.709125 -0.645593 -0.1 -0.1 -0.2 0.09
H -0.216235 1.810395 -0.837490 0.1 -0.1 -0.1 0.08
H 0.798329 1.296316 -2.207249 0.0 0.0 0.0 0.08
H 1.195668 -0.082743 2.969083 0.3 -0.2 0.1 0.07
H -0.753893 -1.860810 -0.268690 0.0 0.2 -0.1 0.11
H -1.260779 -0.893208 -1.669266 0.0 0.0 0.1 0.12
H -1.429858 -0.018459 1.121037 -0.1 0.0 -0.2 0.06
H -2.701017 -0.350847 0.126420 0.1 0.1 0.0 0.07


What did the second record say?
14
Properties=species:S:1:pos:R:3:forces:R:3:lowdin_charge:R:1 method="wB97M-V/def2-TZVPD" multiplicity=3 max_force_ev_per_a=7.17 de_lowest_kcal_mol=9.5 charge=0 s_squared=2.012 e_homo_ev="-5.500 / -9.507" homo_lumo_gap_ev="6.64 / 6.85"
C -0.810141 -0.260533 -0.093595 3.2 2.3 1.0 -0.38
C 0.778706 0.023258 0.141709 -6.9 -1.8 -0.1 -0.38
C -1.638385 1.014393 -0.115319 0.9 -0.3 1.5 -0.05
C 1.735440 -1.078065 -0.043521 -1.2 0.8 -0.1 -0.04
N -1.217125 -1.430479 -0.133821 -1.6 -2.0 -0.2 0.10
N 1.006013 1.266518 0.302573 3.5 1.7 0.2 0.16
H -2.675697 0.896153 -0.382463 -0.2 -0.1 -0.5 0.07
H -1.632400 1.405401 0.918956 0.0 -0.1 -0.3 0.09
H -1.058106 1.725018 -0.673089 -0.2 0.6 -0.7 0.06
H 2.463459 -0.459339 -0.444510 2.5 -0.1 -1.7 0.05
H 1.254004 -1.829999 -0.637719 0.2 -0.3 -0.6 0.08
H 2.110833 -1.496174 0.841747 0.4 -0.6 1.5 0.07
H -2.251477 -1.435325 -0.219246 0.8 -0.3 -0.1 0.07
H 1.934871 1.659170 0.538302 -1.3 0.5 0.1 0.11